{"formula": "C84H218N14O32", "method": "the ωB97M-V functional and the def2-TZVPD basis", "species": ["C", "O", "C", "C", "N", "C", "C", "O", "C", "H", "H", "H", "H", "H", "H", "H", "H", "H", "H", "H", "H", "H", "H", "H", "C", "O", "C", "C", "N", "C", "C", "O", "C", "H", "H", "H", "H", "H", "H", "H", "H", "H", "H", "H", "H", "H", "H", "H", "C", "O", "C", "C", "N", "C", "C", "O", "C", "H", "H", "H", "H", "H", "H", "H", "H", "H", "H", "H", "H", "H", "H", "H", "C", "O", "C", "C", "N", "C", "C", "O", "C", "H", "H", "H", "H", "H", "H", "H", "H", "H", "H", "H", "H", "H", "H", "H", "C", "O", "C", "C", "N", "C", "C", "O", "C", "H", "H", "H", "H", "H", "H", "H", "H", "H", "H", "H", "H", "H", "H", "H", "C", "O", "C", "C", "N", "C", "C", "O", "C", "H", "H", "H", "H", "H", "H", "H", "H", "H", "H", "H", "H", "H", "H", "H", "C", "O", "C", "C", "N", "C", "C", "O", "C", "H", "H", "H", "H", "H", "H", "H", "H", "H", "H", "H", "H", "H", "H", "H", "C", "O", "C", "C", "N", "C", "C", "O", "C", "H", "H", "H", "H", "H", "H", "H", "H", "H", "H", "H", "H", "H", "H", "H", "C", "O", "C", "C", "N", "C", "C", "O", "C", "H", "H", "H", "H", "H", "H", "H", "H", "H", "H", "H", "H", "H", "H", "H", "C", "O", "C", "C", "N", "C", "C", "O", "C", "H", "H", "H", "H", "H", "H", "H", "H", "H", "H", "H", "H", "H", "H", "H", "C", "O", "C", "C", "N", "C", "C", "O", "C", "H", "H", "H", "H", "H", "H", "H", "H", "H", "H", "H", "H", "H", "H", "H", "C", "O", "C", "C", "N", "C", "C", "O", "C", "H", "H", "H", "H", "H", "H", "H", "H", "H", "H", "H", "H", "H", "H", "H", "C", "O", "C", "C", "N", "C", "C", "O", "C", "H", "H", "H", "H", "H", "H", "H", "H", "H", "H", "H", "H", "H", "H", "H", "C", "O", "C", "C", "N", "C", "C", "O", "C", "H", "H", "H", "H", "H", "H", "H", "H", "H", "H", "H", "H", "H", "H", "H", "O", "H", "H", "O", "H", "H", "O", "H", "H", "O", "H", "H"], "positions_angstrom": [[3.293, -3.570, 3.072], [3.339, -2.825, 1.857], [4.585, -2.883, 1.113], [4.740, -1.642, 0.215], [3.946, -1.617, -1.045], [4.199, -2.726, -1.949], [3.302, -2.784, -3.106], [4.008, -3.465, -4.150], [3.257, -3.637, -5.340], [3.501, -4.715, 2.836], [2.311, -3.287, 3.579], [4.111, -3.213, 3.707], [4.696, -3.885, 0.640], [5.492, -2.919, 1.817], [5.793, -1.311, 0.055], [4.289, -0.824, 0.758], [2.973, -1.704, -0.770], [4.132, -3.673, -1.436], [5.248, -2.622, -2.338], [3.091, -1.752, -3.436], [2.298, -3.190, -2.848], [3.821, -4.151, -6.097], [3.076, -2.682, -5.820], [2.266, -4.047, -5.156], [-4.985, -1.485, -1.684], [-6.227, -0.857, -1.884], [-7.364, -1.703, -2.270], [-8.374, -0.904, -3.032], [-9.741, -1.397, -2.910], [-10.668, -0.959, -3.928], [-10.761, -2.005, -4.974], [-11.576, -1.552, -6.069], [-12.028, -2.575, -6.932], [-4.901, -2.408, -2.290], [-4.799, -1.641, -0.625], [-4.150, -0.752, -1.937], [-7.815, -2.338, -1.452], [-6.951, -2.475, -2.903], [-8.168, -0.808, -4.138], [-8.339, 0.161, -2.615], [-10.051, -1.285, -1.954], [-10.436, -0.008, -4.366], [-11.622, -0.796, -3.481], [-11.093, -2.875, -4.494], [-9.749, -2.366, -5.398], [-11.259, -3.344, -7.035], [-12.231, -2.134, -7.922], [-12.981, -3.097, -6.586], [1.454, -0.858, 4.247], [2.029, -1.622, 5.275], [1.129, -1.736, 6.424], [1.500, -2.995, 7.155], [2.953, -3.167, 7.281], [3.346, -4.577, 7.390], [4.870, -4.601, 7.497], [5.486, -4.163, 6.345], [6.885, -3.987, 6.623], [2.137, -0.827, 3.374], [1.162, 0.154, 4.472], [0.634, -1.388, 3.900], [0.079, -1.637, 6.127], [1.492, -0.939, 7.092], [1.171, -3.857, 6.689], [1.102, -2.860, 8.160], [3.360, -2.680, 6.458], [3.014, -5.162, 6.520], [2.919, -4.957, 8.326], [5.288, -5.616, 7.670], [5.192, -3.943, 8.285], [7.401, -3.854, 5.632], [7.252, -4.818, 7.175], [7.048, -3.061, 7.173], [5.149, -0.658, 8.654], [5.677, -0.500, 7.355], [7.000, 0.095, 7.362], [7.459, 0.050, 5.891], [7.816, -1.313, 5.329], [8.498, -1.155, 4.083], [9.017, -2.499, 3.613], [7.872, -3.295, 3.335], [8.100, -4.695, 3.261], [4.344, -1.384, 8.539], [4.685, 0.314, 8.870], [5.918, -0.911, 9.390], [7.697, -0.574, 7.964], [7.052, 1.130, 7.715], [8.362, 0.766, 5.814], [6.782, 0.456, 5.118], [6.952, -1.891, 5.358], [9.339, -0.560, 4.289], [8.014, -0.518, 3.244], [9.658, -2.918, 4.485], [9.676, -2.256, 2.775], [8.509, -5.111, 4.199], [8.842, -5.063, 2.510], [7.198, -5.284, 3.070], [-3.792, -1.667, 3.189], [-2.903, -2.776, 3.266], [-1.720, -2.525, 2.548], [-0.839, -3.858, 2.534], [-0.994, -4.667, 1.269], [-0.603, -6.022, 1.449], [-0.683, -6.869, 0.258], [-1.929, -6.844, -0.329], [-1.922, -7.241, -1.657], [-4.807, -1.970, 3.351], [-3.855, -1.185, 2.185], [-3.554, -0.870, 3.832], [-1.107, -1.711, 3.048], [-1.979, -2.144, 1.506], [-1.285, -4.469, 3.340], [0.197, -3.763, 2.831], [-1.905, -4.579, 0.877], [-1.140, -6.479, 2.292], [0.450, -5.961, 1.777], [-0.413, -7.950, 0.520], [0.044, -6.393, -0.396], [-2.960, -7.479, -1.813], [-1.360, -8.133, -1.853], [-1.589, -6.366, -2.294], [7.817, 0.538, -0.898], [6.664, 0.749, -1.659], [5.760, 1.645, -1.009], [4.828, 2.183, -2.056], [3.979, 1.124, -2.648], [4.341, 0.619, -3.955], [3.693, 1.499, -5.037], [3.456, 0.787, -6.251], [3.943, 1.164, -7.497], [8.411, -0.332, -1.199], [7.541, 0.312, 0.189], [8.384, 1.469, -0.970], [6.302, 2.470, -0.581], [5.204, 1.195, -0.176], [5.487, 2.610, -2.882], [4.259, 3.032, -1.676], [3.813, 0.355, -2.029], [3.929, -0.422, -4.013], [5.465, 0.554, -4.151], [4.316, 2.428, -5.186], [2.712, 1.905, -4.770], [3.501, 2.058, -7.925], [3.601, 0.316, -8.131], [5.050, 1.319, -7.558], [7.473, 5.723, -2.509], [7.275, 5.761, -1.127], [6.001, 5.574, -0.742], [5.924, 5.458, 0.758], [6.773, 4.332, 1.065], [6.993, 4.084, 2.471], [7.278, 5.211, 3.340], [8.164, 6.063, 2.658], [8.458, 7.276, 3.245], [7.058, 6.624, -2.932], [6.872, 4.831, -2.899], [8.565, 5.724, -2.629], [5.529, 4.711, -1.241], [5.354, 6.414, -1.132], [4.862, 5.234, 0.882], [6.285, 6.418, 1.187], [7.636, 4.424, 0.550], [7.865, 3.429, 2.540], [6.129, 3.639, 2.977], [7.605, 4.819, 4.320], [6.363, 5.759, 3.588], [9.072, 7.260, 4.164], [7.546, 7.786, 3.537], [9.050, 7.864, 2.551], [-3.398, -2.909, -5.828], [-4.292, -2.249, -6.753], [-3.827, -0.861, -7.022], [-4.596, 0.070, -6.139], [-5.906, 0.225, -6.675], [-6.644, 1.262, -5.864], [-7.884, 1.602, -6.643], [-8.775, 0.564, -6.580], [-9.771, 0.570, -7.579], [-3.555, -2.528, -4.807], [-2.302, -2.763, -6.168], [-3.580, -3.985, -5.726], [-3.928, -0.654, -8.054], [-2.841, -0.758, -6.670], [-4.077, 1.074, -6.031], [-4.580, -0.365, -5.158], [-6.362, -0.663, -6.520], [-5.918, 2.078, -5.828], [-6.790, 0.987, -4.815], [-7.561, 1.828, -7.661], [-8.405, 2.495, -6.157], [-9.477, 0.274, -8.621], [-10.126, 1.688, -7.629], [-10.592, -0.031, -7.212], [1.590, 5.853, 8.890], [1.974, 4.579, 8.425], [3.162, 4.113, 9.052], [3.427, 2.647, 8.716], [3.974, 2.293, 7.391], [3.080, 2.724, 6.349], [3.352, 4.121, 5.835], [2.603, 4.312, 4.663], [3.157, 5.505, 4.015], [0.545, 6.003, 8.672], [2.145, 6.675, 8.389], [1.793, 6.014, 9.970], [3.088, 4.164, 10.157], [4.044, 4.634, 8.736], [2.466, 2.219, 8.908], [4.099, 2.212, 9.451], [4.214, 1.284, 7.331], [2.041, 2.703, 6.636], [3.177, 1.983, 5.623], [4.386, 4.232, 5.638], [3.219, 4.917, 6.562], [2.907, 5.528, 2.952], [4.220, 5.379, 4.102], [2.876, 6.413, 4.531], [-2.941, 3.028, 0.755], [-2.228, 2.995, 1.936], [-1.320, 4.090, 2.052], [-0.571, 3.912, 3.309], [-1.348, 4.149, 4.479], [-0.637, 3.743, 5.652], [-1.459, 3.684, 6.925], [-2.794, 2.998, 6.771], [-2.656, 1.643, 6.680], [-2.301, 2.960, -0.171], [-3.508, 3.968, 0.656], [-3.644, 2.210, 0.709], [-1.838, 5.084, 1.887], [-0.554, 4.058, 1.263], [0.358, 4.547, 3.310], [-0.152, 2.880, 3.307], [-2.284, 3.734, 4.523], [0.183, 4.359, 5.763], [-0.240, 2.747, 5.479], [-1.776, 4.687, 7.168], [-0.927, 3.236, 7.797], [-3.647, 1.253, 6.578], [-2.227, 1.165, 7.643], [-2.022, 1.347, 5.826], [0.286, -0.842, -4.888], [-0.595, -0.083, -5.772], [0.141, 0.421, -6.866], [-0.662, 0.758, -8.128], [-1.652, 1.802, -8.081], [-1.203, 3.067, -7.618], [-2.250, 4.169, -7.539], [-3.157, 3.833, -6.593], [-4.244, 4.755, -6.476], [0.706, -0.149, -4.134], [1.091, -1.306, -5.537], [-0.349, -1.571, -4.518], [0.847, -0.324, -7.203], [0.700, 1.269, -6.511], [-1.151, -0.133, -8.526], [0.063, 1.023, -8.889], [-2.383, 1.457, -7.437], [-0.482, 3.544, -8.324], [-0.758, 2.980, -6.562], [-2.711, 4.369, -8.516], [-1.757, 5.084, -7.234], [-4.049, 5.754, -6.066], [-5.040, 4.402, -5.762], [-4.732, 4.914, -7.447], [-2.426, -3.505, -1.226], [-2.269, -2.243, -0.588], [-1.451, -1.402, -1.384], [-1.052, -0.076, -0.736], [0.342, -0.182, -0.218], [0.542, 0.777, 0.865], [2.043, 0.626, 1.166], [2.406, 1.323, 2.326], [3.716, 1.008, 2.858], [-2.810, -3.347, -2.247], [-3.063, -4.131, -0.597], [-1.392, -3.849, -1.166], [-1.876, -1.319, -2.404], [-0.485, -1.940, -1.581], [-1.737, 0.215, 0.060], [-1.146, 0.666, -1.564], [0.430, -1.175, 0.026], [-0.162, 0.613, 1.753], [0.214, 1.755, 0.411], [2.710, 0.864, 0.315], [2.131, -0.453, 1.400], [3.803, -0.060, 2.997], [3.808, 1.618, 3.778], [4.477, 1.194, 2.091], [-4.646, -7.744, -4.464], [-5.097, -6.899, -3.431], [-6.491, -6.782, -3.218], [-6.750, -5.823, -2.122], [-6.230, -6.253, -0.869], [-6.807, -5.520, 0.282], [-5.980, -4.330, 0.723], [-4.671, -4.585, 1.345], [-4.788, -5.468, 2.481], [-5.272, -7.752, -5.385], [-4.654, -8.825, -4.170], [-3.693, -7.410, -4.920], [-6.865, -7.802, -3.028], [-6.898, -6.421, -4.170], [-7.848, -5.717, -1.995], [-6.476, -4.849, -2.501], [-5.212, -6.279, -0.953], [-6.898, -6.268, 1.085], [-7.871, -5.297, 0.051], [-6.549, -3.648, 1.335], [-5.693, -3.630, -0.071], [-5.782, -5.392, 3.007], [-4.007, -5.232, 3.238], [-4.684, -6.552, 2.128], [-1.296, 4.906, -3.757], [-2.234, 4.161, -3.011], [-2.522, 2.861, -3.532], [-3.783, 2.293, -2.858], [-4.882, 3.221, -3.068], [-5.949, 3.054, -2.088], [-7.149, 3.960, -2.453], [-8.323, 3.255, -2.076], [-9.406, 3.588, -2.926], [-1.257, 5.874, -3.282], [-1.516, 4.954, -4.782], [-0.315, 4.454, -3.758], [-1.639, 2.190, -3.469], [-2.680, 2.828, -4.615], [-3.615, 2.238, -1.758], [-4.051, 1.235, -3.085], [-4.600, 4.212, -2.972], [-5.544, 3.282, -1.082], [-6.387, 2.083, -2.062], [-7.058, 4.087, -3.509], [-7.060, 4.943, -2.086], [-9.825, 4.556, -2.675], [-10.184, 2.737, -2.927], [-9.077, 3.721, -4.011], [0.170, 3.887, -1.062], [0.539, 2.985, -1.339], [-0.788, 3.970, -1.229], [2.525, 4.057, 0.720], [2.213, 3.293, 1.275], [1.720, 4.201, 0.138], [1.256, 1.541, -2.221], [1.220, 0.773, -1.676], [2.201, 1.640, -2.345], [1.442, -3.660, 0.085], [0.563, -4.028, 0.347], [1.965, -3.400, 0.831]], "atomic_forces_ev_per_a": [[0.236, -1.015, -0.375], [0.534, 0.381, -0.605], [1.593, -0.692, 1.375], [-0.756, 0.006, -0.533], [-0.009, -0.150, 0.382], [2.281, -0.070, 0.703], [-1.064, 0.858, -1.607], [-0.622, -0.448, 0.132], [-0.230, 1.131, 0.344], [-0.867, 2.105, 0.703], [1.349, -0.951, -0.736], [-0.079, -0.208, 0.215], [-0.488, 0.675, -0.287], [-1.302, 0.452, -0.403], [-0.644, -0.788, -0.179], [0.109, 0.217, 0.554], [-0.218, 0.138, 0.182], [0.155, -0.544, 0.271], [-0.801, -0.086, 0.303], [-0.105, -0.279, -0.003], [0.584, -0.396, -0.283], [0.333, -0.847, 0.175], [-0.132, 0.726, 0.042], [0.009, -0.553, 0.052], [0.757, 0.841, -0.225], [-1.676, -0.125, -0.369], [1.592, -0.959, 0.488], [-0.744, 2.470, -0.520], [0.771, -0.732, 0.476], [0.521, 0.352, 0.442], [1.502, -0.242, -2.407], [-0.215, -0.364, 0.753], [-0.735, -0.504, 0.091], [0.147, 0.323, 0.357], [-0.154, -0.622, 0.185], [-1.108, -0.844, -0.204], [0.293, 1.205, -0.101], [0.201, -0.366, -0.559], [0.142, -0.256, 1.180], [0.252, -0.959, -0.564], [-0.296, 0.141, -0.245], [0.589, 0.742, -0.343], [-0.968, -0.166, 0.357], [-1.238, -1.466, 0.480], [-1.011, 1.014, 0.593], [0.046, -0.066, -0.150], [0.106, -0.100, 0.426], [1.060, 0.739, -0.133], [1.707, 0.008, -0.970], [-0.762, 0.068, 0.669], [2.261, 0.670, -0.409], [1.079, 1.047, 1.114], [0.080, 1.098, -0.678], [0.831, 1.185, -0.114], [-0.409, -1.323, 0.388], [0.981, 0.658, -1.228], [-0.560, 1.066, -2.085], [-0.249, -0.073, 0.919], [0.053, 0.529, 0.561], [-2.061, -0.835, -0.735], [0.215, -0.115, 0.188], [-0.821, 0.301, -0.115], [-1.549, -1.809, -0.984], [-0.442, -0.515, 0.120], [0.036, -0.953, 0.737], [-0.053, -0.193, 0.163], [0.040, -0.206, -0.295], [-0.594, 0.157, 0.464], [-0.115, 0.233, 0.928], [-0.485, -0.425, 1.156], [0.531, -0.876, 0.420], [-0.043, -0.002, 0.287], [-0.705, 0.797, -0.600], [1.530, 0.321, -0.040], [-0.092, -1.802, -1.469], [1.561, 0.285, -0.968], [-1.127, 1.438, 1.983], [-0.954, -0.260, -1.053], [0.326, 0.394, 1.350], [0.440, -0.868, -0.485], [1.070, -1.064, 0.102], [0.161, -0.265, 0.441], [0.135, -0.307, 0.871], [-0.204, -0.168, -0.002], [-0.706, 0.857, -0.520], [-0.425, -0.116, 0.184], [-0.912, -1.373, 0.125], [-0.484, 0.440, 0.954], [0.939, 0.700, -0.679], [1.482, 0.763, 0.418], [-0.101, -1.242, 0.947], [-1.053, 0.292, -1.382], [-0.094, -0.806, -0.450], [-0.152, 0.436, 0.066], [-0.403, 0.912, 0.053], [-0.272, 0.748, -0.021], [-0.233, -0.392, -1.895], [-0.502, 0.516, -0.078], [1.772, 0.148, -0.789], [-2.634, -0.401, -0.455], [1.089, 1.906, 0.466], [0.329, -0.101, 2.551], [1.262, -1.136, -0.352], [-0.666, 0.244, 0.967], [-0.747, 1.364, -0.696], [-0.427, -0.591, 0.526], [0.496, -0.590, 0.179], [0.609, 0.912, 1.297], [-0.703, -0.711, -0.389], [0.506, -0.738, 1.180], [0.069, 0.197, 0.076], [0.384, 0.450, -0.472], [-0.789, 0.063, 0.101], [-0.195, -0.111, 0.137], [-0.133, -0.459, -0.132], [0.085, 1.319, -0.396], [0.408, -0.488, -0.746], [-0.406, 0.043, -0.849], [0.710, -0.466, -0.035], [-0.245, -1.094, 0.274], [-0.289, 0.023, 1.672], [-0.751, -0.671, 0.026], [0.196, 0.118, -0.437], [0.681, -0.321, -1.528], [0.201, 1.348, -0.034], [0.233, -0.538, -0.709], [0.334, 1.168, -0.887], [0.159, -0.464, 0.864], [0.501, -0.569, -0.666], [-0.299, 0.272, -0.559], [0.384, 0.510, -1.038], [0.543, -0.188, 0.447], [0.395, 0.475, 0.326], [0.103, -0.411, -0.114], [-0.787, -0.490, 0.821], [-0.288, -0.189, 0.200], [0.435, -0.545, 0.627], [0.497, 1.120, -0.311], [-1.292, 0.047, 0.413], [-0.250, -0.837, -0.180], [0.031, -0.317, 0.642], [-0.385, 0.480, 0.190], [0.682, 0.593, 0.020], [-0.648, -0.418, 0.217], [-0.529, -0.902, 0.279], [2.388, 0.040, 0.027], [-2.981, 1.065, -0.632], [0.110, 0.107, -1.331], [-0.576, -0.266, 0.737], [0.188, -1.647, -0.636], [-0.041, 2.066, 1.025], [0.794, -0.819, 0.078], [0.391, 0.738, 0.912], [-0.198, 0.444, -0.568], [1.255, 0.888, -0.054], [-0.467, -0.418, -0.509], [0.370, -0.283, 0.282], [0.365, -0.248, 0.569], [0.018, 0.116, 0.938], [-0.532, -0.468, 0.088], [0.161, 0.155, 0.265], [-0.260, -0.416, -0.033], [-0.119, -0.692, -0.463], [0.516, 0.276, -0.194], [-0.181, 0.339, -0.153], [-0.092, -0.632, -0.078], [-0.357, 0.439, -0.150], [-0.234, 0.132, -0.322], [0.899, 0.640, -0.584], [1.177, 0.275, 0.088], [-0.735, -1.539, 1.906], [0.903, 1.004, -0.726], [-1.329, 1.102, 1.317], [1.225, -0.762, -1.167], [0.003, 2.185, 1.313], [-0.485, -2.153, -0.412], [-0.628, 2.724, -0.229], [0.328, 0.294, -0.134], [-1.599, -0.179, 0.685], [-0.337, 0.201, -0.637], [-0.214, 0.133, -1.092], [1.732, -0.276, -0.096], [-0.521, -0.930, -0.375], [-0.013, -0.266, 1.034], [-0.349, -0.234, -0.299], [-0.468, 0.445, -0.068], [-0.377, -0.226, -0.018], [-0.176, 0.131, -0.141], [0.676, -0.463, -0.780], [0.272, 0.083, 0.965], [0.208, -1.845, -0.257], [-0.039, -0.153, -0.127], [0.796, 0.857, 0.104], [0.219, -0.132, 0.816], [0.350, -0.923, -0.009], [0.381, -0.381, -0.073], [-0.054, 0.427, 1.447], [-0.194, 0.626, 0.658], [-0.088, -0.613, 0.063], [0.365, 1.554, -0.772], [-0.492, -1.448, 0.010], [-0.381, -0.095, 0.026], [-0.082, -0.439, -0.027], [-0.292, -0.424, -0.353], [-0.150, 0.191, -0.430], [0.482, 1.039, -0.209], [-0.956, -0.929, -0.109], [0.143, 0.302, 0.303], [-0.445, 1.192, -0.009], [-0.669, -0.177, 0.429], [0.099, -0.724, -1.910], [1.551, -0.352, -0.621], [-0.771, 0.020, 0.323], [-0.336, -0.111, 0.241], [0.743, 0.296, -0.226], [-0.320, 0.280, 0.169], [-0.010, 0.611, -1.526], [0.416, 0.201, 0.423], [-0.025, 0.481, -1.347], [1.129, -0.020, 0.383], [-1.248, 0.674, 1.103], [-1.486, -2.044, 0.143], [-1.815, -0.102, 0.152], [2.112, 2.098, 0.221], [1.063, -1.627, 1.049], [-0.255, -0.017, 0.827], [-0.012, -0.081, 0.006], [-0.176, -0.346, 0.208], [0.234, -0.927, 0.649], [-0.323, -0.239, -0.253], [-0.927, -0.241, 0.075], [-0.140, 0.116, -0.136], [0.509, 0.033, -0.686], [1.917, 1.404, 0.648], [0.497, -0.661, -0.015], [-0.011, 0.353, 0.303], [-0.199, 0.202, -0.752], [-0.600, -0.508, -0.303], [-0.344, 0.677, -1.227], [-0.201, -0.162, 0.184], [0.935, 1.994, -2.134], [0.217, -0.633, -0.069], [-0.356, 0.220, -0.395], [0.142, -0.215, 0.144], [-1.620, -0.686, 0.442], [1.139, 1.521, 1.043], [1.046, -0.143, -1.070], [-2.780, 0.126, 1.831], [-1.321, -0.269, 0.442], [-0.035, -0.564, -0.176], [-0.680, 0.390, 1.037], [-0.911, -1.568, 1.280], [0.504, -0.349, -0.048], [0.500, 0.556, -0.063], [-0.046, -0.146, 0.225], [0.436, 0.141, -0.164], [0.242, 0.523, -0.536], [0.136, -0.867, 0.481], [-0.160, 0.387, -1.270], [-0.086, -0.221, -0.094], [0.513, 0.523, -0.052], [0.999, -0.080, -0.167], [1.011, -0.429, -0.704], [0.155, -0.157, 0.001], [0.812, 0.791, 0.539], [-0.604, 1.085, -0.036], [0.968, -0.966, -0.469], [0.013, -0.249, -1.073], [-1.784, -0.397, -0.562], [-0.225, 0.340, -0.352], [-0.470, -0.627, 0.888], [0.551, 0.714, 0.597], [-0.898, 0.613, -0.989], [0.133, -0.446, 0.205], [-0.180, 0.120, -0.336], [-0.137, -1.049, -0.864], [-0.241, 0.397, 0.416], [-0.444, 0.173, 0.096], [-0.252, -0.059, 0.083], [0.391, -0.051, 0.795], [0.443, 0.510, 0.499], [1.149, 0.056, -0.778], [0.686, -0.596, 0.719], [-0.429, 0.076, 0.089], [0.324, 0.052, -0.396], [-0.068, -0.423, 0.670], [0.267, -0.560, -0.735], [0.140, 0.679, 0.209], [-0.754, -0.800, -1.143], [1.339, 0.430, 0.030], [0.348, -1.455, -1.526], [-1.784, 0.160, -0.164], [0.098, 0.082, 0.202], [0.840, -1.272, -0.272], [1.180, 1.157, -0.023], [-1.675, -0.752, 0.424], [-0.152, -0.977, -0.099], [-0.391, 0.386, 0.609], [0.456, 0.789, 0.086], [-0.111, -0.184, 1.097], [-0.304, 0.321, 0.200], [-0.475, 0.031, 0.115], [0.352, -0.315, -0.285], [0.698, 0.795, 0.131], [-0.333, 0.160, 0.772], [0.200, 0.424, 0.129], [0.787, 0.389, -0.020], [-0.394, -0.098, 0.978], [-0.166, -0.653, -0.507], [0.801, 0.154, -0.594], [-0.349, -0.026, -0.788], [-0.038, 1.335, 0.572], [0.434, -0.467, 1.029], [-0.582, -0.733, -0.064], [0.238, -1.284, -0.580], [0.641, 0.750, 1.469], [-0.824, 0.290, -0.391], [-0.064, 1.454, 0.383], [1.054, -1.997, 0.223], [-0.270, 0.581, -0.748], [-0.482, -1.070, -1.431], [0.125, 0.351, -0.101], [-1.005, 0.362, -1.542], [0.553, -0.265, 0.548], [-0.222, 0.183, 0.723], [-0.268, 0.811, 0.015], [0.334, -0.002, -0.233], [0.200, 0.840, -0.667], [0.485, -1.042, -0.228], [-0.342, -0.155, -0.051], [0.166, -1.072, -0.185], [-0.397, -0.221, -1.171], [-0.266, 1.309, 1.159], [-0.466, 0.101, 0.381], [1.159, 1.458, 0.309], [-0.156, -0.455, 1.166], [0.507, -0.807, 0.027], [-0.987, 1.197, -0.177], [0.679, -0.457, -0.227], [-1.795, -0.892, -0.174], [0.685, 0.888, -0.415], [1.126, -0.014, 0.673], [-0.931, 1.425, -0.600], [-0.530, -1.499, 1.151], [1.173, 0.190, -0.624], [-1.020, -0.342, -1.513], [0.418, 0.352, 0.285], [0.425, 0.198, 1.018]], "max_force_ev_per_a": 3.3, "total_charge": 0, "lumo_ev": 0.6229, "total_energy_ev": -177000.695, "de_lowest_kcal_mol": 135.8}